C41H36AsCaNO3S2 as an isolated structure. Source: the OMol25 dataset; level of theory: ωB97M-V with the def2-TZVPD basis set.

For the HOMO-LUMO gap, the calculation gives 6.881 eV. The value obtained for the relative energy (zero: lowest compared OMol25 entry of this formula, charge and spin) is 5.30 kcal per mole. The total energy comes out at -151686.940 eV. For the HOMO energy, the calculation gives -6.56 eV. Its charge is 0. The value obtained for the molar mass is 769.88 g/mol. Its lowest unoccupied orbital energy is 0.33 eV. Its spin multiplicity is 1.

Each line ends with the Löwdin charge.
CARTESIAN COORDINATES (ANGSTROEM)
Ca -0.156727 -0.287941 -0.345947  1.25
C 1.694317 3.281269 -1.146865  -0.06
C 2.005740 2.285630 -0.061928  -0.29
C 1.432348 2.407952 1.199103  -0.03
C 1.775003 1.554456 2.244856  -0.29
C 1.185615 1.753194 3.612461  -0.07
C 2.679044 0.527019 1.987536  -0.02
C 3.275670 0.378523 0.736943  -0.27
C 4.329717 -0.671386 0.507411  -0.04
C 2.928331 1.265898 -0.278368  -0.04
H 2.529876 3.973920 -1.273697  0.09
H 0.804938 3.859862 -0.905065  0.06
H 1.514227 2.787130 -2.102717  0.07
H 0.726982 3.210568 1.383260  0.11
H 1.827829 1.319771 4.378654  0.08
H 0.207728 1.272733 3.679713  0.02
H 1.063949 2.816648 3.826958  0.08
H 2.942012 -0.157900 2.786223  0.12
H 5.314794 -0.288940 0.785747  0.09
H 4.378600 -0.965447 -0.542106  0.06
H 4.138701 -1.564061 1.102683  0.08
H 3.401221 1.173451 -1.251609  0.12
O -1.037575 -2.503708 -0.534176  -0.09
C -2.065252 -1.915090 -0.117801  -0.71
O -2.453422 -0.820818 -0.630695  -0.14
C -2.707656 -2.355287 1.160066  -0.18
C -3.867698 -3.112691 1.200728  -0.04
C -4.432067 -3.463881 2.419318  -0.11
C -3.819640 -3.047152 3.593960  -0.11
C -2.664331 -2.279967 3.553404  -0.14
C -2.084919 -1.908435 2.336817  -0.62
S -0.655289 -0.870789 2.319652  0.56
H -4.329524 -3.429829 0.272707  0.11
H -5.334902 -4.060187 2.451274  0.09
H -4.245693 -3.320312 4.552140  0.10
H -2.196287 -1.948334 4.471990  0.09
S 3.397347 -2.406035 -3.212118  1.07
C 2.241655 -1.254689 -2.662703  -0.46
N 1.694169 -1.491348 -1.520153  -0.05
C 2.179312 -2.679302 -0.975073  -0.33
C 1.800503 -3.214871 0.258569  -0.01
C 2.401787 -4.384493 0.666428  -0.06
C 3.362596 -5.025769 -0.129535  -0.08
C 3.739621 -4.508526 -1.350573  -0.09
C 3.134797 -3.323332 -1.765144  -0.48
H 2.017793 -0.377189 -3.254712  0.09
H 1.045475 -2.731090 0.869211  0.07
H 2.121194 -4.820703 1.615666  0.11
H 3.815444 -5.944292 0.219929  0.10
H 4.480772 -5.003586 -1.963269  0.11
O -0.945378 1.611431 -1.353883  -0.60
As -2.466574 2.184254 -0.982372  1.22
C -2.964279 1.965194 0.850004  -0.31
C -2.340016 2.766953 1.801300  -0.11
C -2.602201 2.563956 3.145728  -0.08
C -3.488001 1.566786 3.532313  -0.07
C -4.125480 0.783933 2.581206  -0.06
C -3.866096 0.979943 1.233634  -0.09
C -3.824821 1.479656 -2.132052  -0.30
C -3.502117 0.505684 -3.065146  -0.09
C -4.486405 0.029692 -3.918177  -0.07
C -5.781699 0.520964 -3.830845  -0.08
C -6.100322 1.494075 -2.893047  -0.08
C -5.118156 1.979542 -2.043012  -0.09
C -2.448386 4.078820 -1.304633  -0.29
C -3.304494 4.940383 -0.627605  -0.10
C -3.292283 6.296157 -0.924042  -0.08
C -2.426104 6.787631 -1.890688  -0.08
C -1.569646 5.926597 -2.563978  -0.07
C -1.580156 4.570751 -2.272400  -0.10
H -1.648680 3.543607 1.495188  0.10
H -2.106594 3.171969 3.891526  0.11
H -3.674651 1.392068 4.584220  0.11
H -4.795963 -0.009028 2.886204  0.11
H -4.320067 0.337809 0.492057  0.11
H -2.496887 0.109733 -3.100003  0.10
H -4.244068 -0.735037 -4.644420  0.11
H -6.548415 0.141371 -4.493914  0.10
H -7.111156 1.873886 -2.823971  0.10
H -5.368077 2.741676 -1.313213  0.10
H -3.970115 4.561175 0.139008  0.10
H -3.955498 6.968341 -0.395365  0.11
H -2.415519 7.845944 -2.117095  0.10
H -0.892666 6.312937 -3.314774  0.11
H -0.908954 3.890903 -2.783107  0.10

Atoms 1-6, force components in eV/Å:
Ca 0.07 0.21 0.02
C 0.03 0.00 -0.01
C -0.03 0.07 -0.09
C 0.00 0.01 0.05
C -0.02 -0.02 -0.04
C 0.00 0.03 0.01

---

One molecule with the formula C6H6O3. Source: the OMol25 dataset; level of theory: ωB97M-V with the def2-TZVPD basis set.

For the HOMO-LUMO gap, the calculation gives 8.748 eV. The value obtained for the relative energy (zero: lowest compared OMol25 entry of this formula, charge and spin) is 168.64 kcal per mole. The total energy comes out at -12453.791 eV. For the HOMO energy, the calculation gives -9.53 eV. Its charge is 0. The value obtained for the molar mass is 126.11 g/mol. Its lowest unoccupied orbital energy is -0.78 eV. Its spin multiplicity is 1.

Each line ends with the Löwdin charge.
CARTESIAN COORDINATES (ANGSTROEM)
C -0.948790 -2.188010 -2.067797  0.03
C -0.140181 -0.991688 -2.058107  -0.16
C -0.043674 -0.001075 0.171822  -0.12
C 0.121532 0.963316 1.125688  -0.20
C 0.410880 2.490663 0.780160  -0.19
C 0.147854 0.520825 2.480744  -0.06
H -1.694464 -2.435742 -1.312444  0.03
H -0.517124 -2.993402 -3.041189  0.16
H 0.828498 -0.863514 -2.735559  0.15
H -0.094122 -0.909615 0.783873  0.13
H 0.794439 2.360030 -0.385288  0.15
H -0.550199 1.293686 3.260026  0.20
O 0.080938 -0.016465 -1.094785  -0.02
O 0.669422 3.491597 1.414305  0.04
O 0.934991 -0.720605 2.678551  -0.16

Atoms 1-6, force components in eV/Å:
C 4.63 2.29 -2.70
C 0.90 -4.51 -0.58
C 0.47 -1.48 3.81
C -0.37 3.53 -0.81
C 2.38 -1.84 -2.46
C 2.79 -5.05 2.35

---

A 2-piece molecular cluster, C29H31BO6 overall. Source: the OMol25 dataset; level of theory: ωB97M-V with the def2-TZVPD basis set.

For the HOMO-LUMO gap, the calculation gives 2.659 eV. The value obtained for the relative energy (zero: lowest compared OMol25 entry of this formula, charge and spin) is 42.05 kcal per mole. The total energy comes out at -43531.016 eV. For the HOMO energy, the calculation gives -5.82 eV. Its charge is 0. The value obtained for the molar mass is 486.37 g/mol. Its lowest unoccupied orbital energy is -3.16 eV. Its spin multiplicity is 1.

Each line ends with the Löwdin charge.
CARTESIAN COORDINATES (ANGSTROEM)
C 4.683841 -2.377327 -0.917287  -0.04
O 3.942912 -1.148727 -0.918648  -0.05
C 2.592794 -1.099744 -0.901526  -0.22
C 1.992730 0.196670 -0.858346  0.03
C 0.643794 0.338954 -0.560314  -0.01
C -0.172137 -0.791279 -0.255247  -0.16
C -1.557657 -0.640596 0.149681  0.08
O -2.372047 -1.632073 -0.079494  -0.05
C -3.696574 -1.556159 -0.627319  0.02
C 0.394575 -2.063345 -0.536793  0.02
C 1.742306 -2.232865 -0.836773  0.02
H 5.720273 -2.056893 -0.913557  0.10
H 4.485812 -2.986417 -0.025810  0.10
H 4.486799 -2.972106 -1.818482  0.10
H 2.639982 1.062937 -1.039735  0.14
H 0.158752 1.312653 -0.668711  0.13
H -1.973714 0.288544 0.531984  0.17
H -3.982781 -2.597134 -0.780855  0.11
H -4.391239 -1.064874 0.062782  0.11
H -3.690097 -1.052147 -1.600597  0.11
H -0.288388 -2.904525 -0.620210  0.13
H 2.141480 -3.230094 -1.019195  0.12
C -3.490389 2.184513 9.600782  -0.05
C -3.864020 2.540058 8.258664  -0.35
C -4.562655 3.609120 7.753087  -0.03
C -4.482822 3.489474 6.324718  -0.02
C -3.717402 2.388594 6.034750  -0.16
B -3.111694 1.853828 4.640701  -0.55
C -3.795369 2.594519 3.440827  -0.15
C -4.782802 2.241894 2.565494  -0.04
C -5.099126 3.401851 1.784455  -0.05
C -4.273118 4.400749 2.227881  -0.35
C -4.170612 5.820335 1.965735  -0.04
O -3.419805 3.898883 3.189590  0.06
C -1.608271 2.243064 4.566567  -0.14
C -0.652260 2.601265 5.488137  -0.01
C 0.600085 2.654973 4.794973  -0.03
C 0.329650 2.367519 3.486597  -0.36
C 1.104818 2.084721 2.297620  -0.05
O -1.023373 2.174040 3.328589  0.05
C -3.470207 0.361723 4.909443  -0.16
C -2.754371 -0.795771 4.765146  -0.03
C -3.665943 -1.881245 4.965684  -0.05
C -4.876512 -1.317141 5.270038  -0.35
C -6.215819 -1.835549 5.437764  -0.04
O -4.752301 0.054341 5.286340  0.07
O -3.404851 1.764502 7.213148  0.06
H -4.015783 2.890054 10.258430  0.08
H -3.786927 1.160062 9.867990  0.08
H -2.407416 2.299056 9.790009  0.09
H -5.046109 4.401867 8.321102  0.10
H -4.930610 4.154978 5.605130  0.10
H -5.253189 1.256074 2.517629  0.10
H -5.864027 3.472806 1.013984  0.10
H -4.793849 6.060229 1.099964  0.08
H -4.526043 6.420777 2.820314  0.09
H -3.131284 6.108939 1.765186  0.08
H -0.829237 2.800830 6.545955  0.12
H 1.572671 2.855325 5.242940  0.10
H 2.155840 2.328278 2.468506  0.09
H 1.039638 1.016887 2.039573  0.07
H 0.728558 2.655277 1.439915  0.08
H -1.688691 -0.837259 4.538403  0.10
H -3.440143 -2.938579 4.864823  0.09
H -6.174021 -2.927305 5.392482  0.08
H -6.655400 -1.530323 6.395303  0.09
H -6.883263 -1.478347 4.638102  0.09

Atoms 1-6, force components in eV/Å:
C -0.28 -0.25 -0.08
O -1.24 0.33 -0.32
C 0.10 0.11 0.91
C -0.07 -0.24 -0.08
C 0.37 0.11 0.10
C -0.54 0.09 0.07